ORCA calculation (ωB97M-V with the def2-TZVPD basis set) on C5H9NO in the gas phase in a non-equilibrium geometry.

Properties
- SMILES string: C[C@@H](O)[C@@H](C)C#N
- Frontier orbital gap: 11.6 eV
- Energy above the lowest of the compared OMol25 structures with the same formula, charge and spin: 21.2 kcal/mol
- HOMO energy: -10.9 eV
- Total charge: 0

Cartesian coordinates (Å):
C 1.52 0.39 0.33
C 0.52 -0.76 0.18
O 0.08 -1.24 1.44
C -0.77 -0.36 -0.57
C -1.55 0.77 0.12
C -0.45 -0.02 -1.96
N -0.18 0.25 -3.06
H 1.80 0.80 -0.64
H 2.44 0.03 0.82
H 1.10 1.19 0.95
H 1.00 -1.57 -0.39
H 0.85 -1.43 1.98
H -1.39 -1.26 -0.59
H -2.52 0.91 -0.37
H -1.01 1.72 0.08
H -1.71 0.49 1.16

ORCA calculation (ωB97M-V with the def2-TZVPD basis set) on a molecular structure, C32H53BrCuN6O3P2Sb2.

Properties
- Frontier orbital gap (alpha / beta): 5.8 / 5.7 eV
- Multiplicity: 2
- Energy above the lowest of the compared OMol25 structures with the same formula, charge and spin: 0.0 kcal/mol
- HOMO energy (alpha / beta): -12.0 / -12.0 eV
- Total charge: +2
- ⟨S²⟩: 0.753

Cartesian coordinates (Å):
Cu 0.70 -0.34 0.55
Br -4.27 2.24 5.47
C -3.23 1.26 4.26
C -3.07 -0.11 4.44
C -2.30 -0.82 3.53
C -1.70 -0.17 2.46
C -1.84 1.20 2.30
C -2.63 1.91 3.19
N -0.96 -0.91 1.49
C -1.31 -2.09 1.17
C -0.47 -2.83 0.21
C -0.59 -4.18 -0.01
C 0.30 -4.78 -0.89
C 1.25 -4.00 -1.52
C 1.29 -2.64 -1.26
N 0.45 -2.07 -0.40
H -3.53 -0.61 5.28
H -2.16 -1.88 3.69
H -1.39 1.71 1.46
H -2.79 2.97 3.05
H -2.21 -2.55 1.57
H -1.36 -4.76 0.50
H 0.25 -5.85 -1.08
H 1.94 -4.43 -2.23
H 2.00 -1.98 -1.75
C 5.99 1.32 -0.81
N 4.80 0.48 -0.65
C 5.11 -0.93 -0.39
P 3.39 1.11 -0.18
O 2.29 0.10 -0.42
O 3.50 1.45 1.40
P 2.35 1.39 2.53
O 1.05 1.02 1.86
N 2.30 2.86 3.19
C 1.05 3.37 3.76
C 3.48 3.71 3.40
N 2.80 0.27 3.62
C 2.91 -1.13 3.20
C 3.76 0.61 4.68
N 3.14 2.54 -0.89
C 2.41 2.56 -2.17
C 3.21 3.83 -0.20
H 6.62 0.89 -1.59
H 6.56 1.37 0.12
H 5.70 2.33 -1.11
H 5.66 -1.33 -1.24
H 4.19 -1.50 -0.26
H 5.73 -1.04 0.50
H 0.25 2.64 3.65
H 0.76 4.29 3.25
H 1.20 3.58 4.82
H 4.37 3.26 2.97
H 3.64 3.85 4.47
H 3.31 4.68 2.94
H 2.26 -1.34 2.34
H 2.60 -1.78 4.01
H 3.94 -1.38 2.92
H 3.55 1.59 5.09
H 4.79 0.57 4.32
H 3.64 -0.12 5.49
H 2.52 1.62 -2.69
H 2.83 3.35 -2.79
H 1.35 2.76 -2.01
H 3.97 3.81 0.58
H 2.25 4.10 0.24
H 3.49 4.59 -0.92
C -4.83 2.52 -0.36
Sb -3.70 0.71 -0.54
C -4.79 -0.37 0.96
C -4.81 -0.09 -2.19
C -4.39 -1.49 -2.52
C -4.96 -2.55 -1.81
C -4.63 -3.87 -2.08
C -3.74 -4.16 -3.10
C -3.19 -3.12 -3.83
C -3.48 -1.79 -3.55
C -2.84 -0.73 -4.42
Sb -0.83 -0.18 -3.90
C -0.01 -2.06 -4.53
C -0.46 0.83 -5.75
H -5.85 2.28 -0.06
H -4.85 3.02 -1.32
H -4.39 3.19 0.38
H -5.86 -0.26 0.78
H -4.55 0.02 1.95
H -4.53 -1.43 0.93
H -4.71 0.59 -3.04
H -5.85 -0.05 -1.86
H -5.70 -2.33 -1.05
H -5.11 -4.67 -1.52
H -3.51 -5.19 -3.35
H -2.53 -3.35 -4.67
H -3.43 0.19 -4.45
H -2.75 -1.09 -5.44
H -0.44 -2.34 -5.49
H -0.22 -2.85 -3.81
H 1.07 -1.96 -4.67
H -0.40 0.10 -6.56
H 0.46 1.40 -5.71
H -1.28 1.51 -5.95

ORCA calculation (ωB97M-V with the def2-TZVPD basis set) on a gas-phase ion, C7H11N6 (charge +1) in a non-equilibrium geometry.

Properties
- Frontier orbital gap: 8.1 eV
- Energy above the lowest of the compared OMol25 structures with the same formula, charge and spin: 95.0 kcal/mol
- HOMO energy: -11.8 eV
- Total charge: +1

Cartesian coordinates (Å):
C -1.86 1.04 -0.93
C -1.21 0.98 0.39
C -2.57 -0.08 -1.25
C -2.72 -0.87 0.98
C 1.43 0.69 0.30
C 1.91 2.03 0.15
C 1.77 -2.70 0.38
N -2.11 0.27 1.29
N -2.70 -1.13 -0.35
N 2.13 -0.38 0.30
N 0.06 0.30 0.35
N 0.09 -1.00 0.37
N 1.29 -1.40 0.32
H -1.73 1.87 -1.52
H -0.93 2.04 0.65
H -3.05 -0.21 -2.17
H 2.82 1.99 -0.41
H 2.35 2.15 1.11
H 1.30 2.87 -0.33
H 2.22 -2.96 -0.57
H 2.51 -2.84 1.11
H 1.02 -3.42 0.37
H -2.46 0.62 2.21
H -3.19 -1.93 -0.56

ORCA calculation (ωB97M-V with the def2-TZVPD basis set) on 2 unconnected molecules or ions with the total composition C6H10N2O2S in a non-equilibrium geometry.

Properties
- Frontier orbital gap (alpha / beta): 9.5 / 6.2 eV
- Multiplicity: 3
- Energy above the lowest of the compared OMol25 structures with the same formula, charge and spin: 57.5 kcal/mol
- HOMO energy (alpha / beta): -8.8 / -8.9 eV
- Total charge: 0
- ⟨S²⟩: 2.014

Cartesian coordinates (Å):
C -2.35 -0.89 -0.18
C -3.43 0.58 1.04
C -1.57 0.18 -0.05
C 3.89 -0.86 0.26
C -1.59 2.44 0.98
C 2.55 -0.50 0.96
N -3.53 -0.64 0.52
N -2.20 1.13 0.71
O 1.68 0.29 -1.47
O 1.53 1.98 0.26
S 1.32 0.62 -0.14
H -2.35 -1.77 -0.71
H -4.22 1.06 1.54
H 4.55 -1.25 0.98
H 3.55 -1.72 -0.34
H 4.46 -0.17 -0.40
H -0.54 2.36 0.40
H -2.19 3.21 0.63
H -1.35 2.57 1.99
H 2.61 0.13 1.91
H 2.06 -1.44 1.21

ORCA calculation (ωB97M-V with the def2-TZVPD basis set) on C5H8O3 in the gas phase in a non-equilibrium geometry.

Properties
- SMILES string: OC1COC=COC1
- Frontier orbital gap: 9.7 eV
- Energy above the lowest of the compared OMol25 structures with the same formula, charge and spin: 142.7 kcal/mol
- HOMO energy: -9.0 eV
- Total charge: 0

Cartesian coordinates (Å):
O 0.40 -0.47 1.69
C -0.70 0.45 1.12
C -1.58 -0.36 0.17
O -0.71 -1.30 -0.59
C 0.12 -0.76 -1.52
C 1.30 -0.01 -1.28
O 1.26 0.83 -0.13
C 0.15 1.49 0.41
H 0.50 -1.12 0.76
H -1.44 0.77 1.92
H -1.77 0.48 -0.63
H -2.51 -0.69 0.76
H -0.04 -1.43 -2.37
H 2.04 0.14 -2.00
H 0.34 2.69 0.84
H -0.59 1.81 -0.57

ORCA calculation (ωB97M-V with the def2-TZVPD basis set) on a molecular structure, C22H18N4O5S7Ti in a non-equilibrium geometry.

Properties
- Frontier orbital gap (alpha / beta): 5.2 / 4.9 eV
- Multiplicity: 2
- Energy above the lowest of the compared OMol25 structures with the same formula, charge and spin: 45.0 kcal/mol
- HOMO energy (alpha / beta): -3.8 / -3.8 eV
- Total charge: -1
- ⟨S²⟩: 0.768

Cartesian coordinates (Å):
Ti -0.91 -0.55 0.05
O -3.54 2.93 0.60
C -3.22 3.54 -0.55
C -3.97 4.67 -0.87
C -3.71 5.38 -2.03
C -2.68 5.00 -2.88
C -1.94 3.87 -2.57
C -2.20 3.12 -1.42
C -1.47 1.86 -1.19
O -1.69 1.21 -0.08
N -0.73 1.36 -2.13
N -0.32 0.10 -1.70
C 0.38 -0.68 -2.47
C 0.64 -1.99 -1.91
C 1.35 -3.00 -2.53
C 1.50 -4.21 -1.88
C 0.92 -4.40 -0.63
C 0.23 -3.37 -0.07
N 0.09 -2.18 -0.70
H -2.90 2.22 0.77
H -4.76 4.97 -0.19
H -4.31 6.25 -2.26
H -2.46 5.56 -3.78
H -1.14 3.54 -3.22
H 0.74 -0.34 -3.43
H 1.81 -2.81 -3.49
H 2.07 -5.01 -2.35
H 1.03 -5.33 -0.09
H -0.22 -3.44 0.91
S -1.73 3.68 4.89
C -0.99 2.39 4.13
S -0.88 0.82 4.80
C -0.04 -0.04 3.52
C 0.20 0.77 2.45
S 1.12 0.33 1.00
S -0.29 2.44 2.59
S 0.34 -1.71 3.80
S 3.84 -1.33 -0.74
C 3.96 -2.31 0.63
N 2.99 -2.32 1.59
C 2.98 -3.12 2.69
C 4.00 -3.98 2.92
C 5.07 -4.00 2.00
C 5.06 -3.19 0.90
H 2.22 -1.66 1.48
H 2.13 -2.99 3.34
H 3.99 -4.62 3.80
H 5.93 -4.64 2.18
H 5.87 -3.18 0.18
C -4.60 -1.16 1.22
S -3.07 -1.84 0.81
O -2.76 -1.48 -0.60
O -3.09 -3.23 1.10
O -2.06 -1.04 1.60
H -5.36 -1.71 0.66
H -4.60 -0.10 0.96
H -4.73 -1.30 2.30

ORCA calculation (ωB97M-V with the def2-TZVPD basis set) on CH3NO2S in the gas phase in a non-equilibrium geometry.

Properties
- Frontier orbital gap (alpha / beta): 8.5 / 8.2 eV
- Energy above the lowest of the compared OMol25 structures with the same formula, charge and spin: 130.3 kcal/mol
- HOMO energy (alpha / beta): -8.9 / -8.3 eV
- Total charge: 0

Cartesian coordinates (Å):
C -0.32 -0.84 0.36
N -0.64 1.31 -0.17
O -0.73 0.05 -0.58
O 1.83 0.60 0.26
S 1.32 -0.47 -0.57
H -0.24 -0.47 1.35
H -0.79 -1.93 0.36
H -0.41 1.74 -1.02

ORCA calculation (ωB97M-V with the def2-TZVPD basis set) on C2H5PSi in the gas phase in a non-equilibrium geometry.

Properties
- Frontier orbital gap (alpha / beta): 5.2 / 3.7 eV
- Energy above the lowest of the compared OMol25 structures with the same formula, charge and spin: 93.1 kcal/mol
- HOMO energy (alpha / beta): -7.1 / -6.2 eV
- Total charge: 0

Cartesian coordinates (Å):
C 1.77 -0.30 -0.14
C 0.28 -0.28 -0.34
Si -1.37 0.90 -0.54
P 0.86 -0.32 1.46
H 2.25 0.57 -0.51
H -0.15 -1.18 -0.61
H -2.02 1.59 -1.68
H -2.30 0.78 0.62
H 0.69 -1.75 1.74

What is the formula in the eighth record? C2H5PSi

What is the total charge in the third record? +1

energy above the lowest of the compared OMol25 structures with the same formula, charge and spin of number 7 (CH3NO2S)? 130.3 kcal/mol

The highest total charge belongs to which entry? C32H53BrCuN6O3P2Sb2